8 unconnected molecules or ions with the total composition C27H74N10O12 in a non-equilibrium geometry, computed with the ωB97M-V functional and the def2-TZVPD basis.

Geometry (Å):
C1 -18.10784 -3.86688 7.38065
O1 -17.51848 -2.69217 6.81240
C2 -18.24751 -2.26641 5.72404
C3 -17.33790 -1.40039 4.76347
N1 -16.26155 -2.22781 4.18613
C4 -15.69458 -1.63973 3.01147
C5 -14.92709 -2.85444 2.35639
O2 -14.02281 -3.38965 3.28217
C6 -13.09472 -4.24288 2.59625
H1 -17.56103 -4.10967 8.27041
H2 -18.00077 -4.66646 6.69034
H3 -19.13924 -3.72703 7.63470
H4 -19.00569 -1.50036 6.00492
H5 -18.67000 -3.20695 5.27688
H6 -17.02256 -0.47825 5.25781
H7 -18.03924 -1.07325 3.97712
H8 -15.57530 -2.42342 4.93696
H9 -15.14530 -0.69204 3.11989
H10 -16.47217 -1.41885 2.31692
H11 -14.40527 -2.49257 1.48345
H12 -15.64635 -3.59727 2.02234
H13 -12.60973 -3.74489 1.74250
H14 -13.57118 -5.15171 2.22240
H15 -12.39603 -4.57888 3.34924
C7 -16.42924 -9.67978 8.66884
O3 -17.13627 -8.51107 8.69583
C8 -18.00303 -8.22756 7.52017
C9 -19.23095 -7.35114 7.98885
N2 -20.11806 -8.02900 8.95086
C10 -19.69802 -7.93739 10.33163
C11 -20.76504 -8.28944 11.37648
O4 -21.87632 -7.41526 11.29244
C12 -22.96959 -7.79059 12.05820
H16 -17.13827 -10.50074 8.76251
H17 -15.74382 -9.63857 9.48232
H18 -15.86467 -9.85781 7.75014
H19 -18.40275 -9.18630 7.06650
H20 -17.42511 -7.65976 6.78952
H21 -19.74943 -6.97361 7.15996
H22 -18.67615 -6.57260 8.54984
H23 -21.06620 -7.84373 8.70841
H24 -19.29767 -6.86808 10.47299
H25 -18.84628 -8.57333 10.53438
H26 -20.41729 -8.36418 12.40236
H27 -21.23066 -9.25683 11.10807
H28 -23.78476 -7.12019 11.82430
H29 -22.73182 -7.66922 13.11206
H30 -23.38683 -8.76650 11.96452
C13 -18.96721 0.72969 7.82038
O5 -19.37818 0.03318 8.97999
C14 -18.20172 0.02449 9.82736
C15 -18.50650 -1.00213 10.97547
N3 -18.52683 -2.28442 10.34530
C16 -18.68275 -3.45973 11.25611
C17 -19.95953 -3.55267 12.08290
O6 -21.04083 -3.57048 11.12551
C18 -22.31419 -3.81397 11.80572
H31 -18.30718 1.56317 8.06578
H32 -19.86426 1.16900 7.35433
H33 -18.39868 0.11666 7.12653
H34 -18.03536 1.00180 10.21941
H35 -17.29725 -0.30005 9.26275
H36 -19.52437 -0.69048 11.38051
H37 -17.83183 -1.09693 11.81819
H38 -19.29025 -2.29450 9.65881
H39 -17.78273 -3.46929 11.94448
H40 -18.64682 -4.32498 10.59458
H41 -20.13987 -2.74216 12.77998
H42 -19.88576 -4.53202 12.54011
H43 -22.14067 -4.71126 12.41340
H44 -23.09276 -3.93556 11.05356
H45 -22.56061 -2.92762 12.46883
C19 -28.14094 -10.52174 8.92561
O7 -27.21601 -9.77962 9.67684
C20 -27.37855 -8.40629 9.45552
C21 -26.23980 -7.63749 10.09851
N4 -26.30508 -6.22657 9.58996
C22 -25.52567 -5.97901 8.42656
C23 -25.35157 -4.52093 8.18537
O8 -24.77182 -3.87422 9.28464
C24 -24.63427 -2.44653 9.16856
H46 -28.04870 -11.58241 9.10902
H47 -27.96292 -10.34044 7.86077
H48 -29.16651 -10.24511 9.13776
H49 -28.38832 -8.01813 9.81167
H50 -27.30831 -8.18147 8.37698
H51 -25.26553 -8.08376 9.91102
H52 -26.40012 -7.63292 11.15007
H53 -25.96242 -5.61052 10.33728
H54 -26.12526 -6.33711 7.55824
H55 -24.55609 -6.45409 8.39824
H56 -26.36619 -4.12475 7.92921
H57 -24.70728 -4.39107 7.28416
H58 -25.62994 -1.95702 9.13355
H59 -23.98933 -2.22338 8.34043
H60 -24.14526 -2.14980 10.11016
O9 -21.33299 -1.87675 8.83800
H61 -20.83024 -1.05610 8.94650
H62 -21.38779 -2.21655 9.74260
C25 -23.79411 -4.86458 3.58895
O10 -22.61237 -4.43974 3.53614
N5 -24.61675 -4.60185 2.55657
N6 -24.20602 -5.63257 4.65297
H63 -25.59999 -4.87934 2.53536
H64 -24.23990 -3.96537 1.86868
H65 -23.47464 -5.94138 5.29494
H66 -25.17919 -5.82606 4.82742
C26 -21.98991 -0.79082 5.11458
O11 -21.07269 -0.05079 5.44732
N7 -23.34276 -0.46701 5.44055
N8 -21.75625 -1.84570 4.27709
H67 -24.05914 -1.22779 5.38153
H68 -23.59929 0.15296 6.17924
H69 -22.42699 -2.50892 3.93411
H70 -20.79089 -2.18325 4.22732
C27 -21.89055 -5.20796 7.22983
O12 -22.38021 -6.23808 6.87143
N9 -21.26673 -5.02914 8.50981
N10 -21.59474 -4.21977 6.32826
H71 -20.94209 -4.15748 8.90609
H72 -21.60015 -5.68819 9.20144
H73 -21.37381 -3.31649 6.72229
H74 -21.75995 -4.46889 5.33077

Properties
HOMO level (eV): -8.1
Energy above the lowest of the compared OMol25 structures with the same formula, charge and spin (kJ/mol): 0.0
Gap between HOMO and LUMO (eV): 8.52
SMILES: COCCNCCOC.COCCNCCOC.COCCNCCOC.COCCNCCOC.NC(N)=O.NC(N)=O.NC(N)=O.O

These are the Löwdin partial charges, in e, on atoms 1 to 99: atom 1 (C): -0.090, atom 2 (O): -0.180, atom 3 (C): -0.258, atom 4 (C): -0.176, atom 5 (N): -0.070, atom 6 (C): -0.210, atom 7 (C): -0.238, atom 8 (O): -0.189, atom 9 (C): -0.101, atom 10 (H): 0.079, atom 11 (H): 0.076, atom 12 (H): 0.049, atom 13 (H): 0.089, atom 14 (H): 0.127, atom 15 (H): 0.109, atom 16 (H): 0.115, atom 17 (H): 0.131, atom 18 (H): 0.119, atom 19 (H): 0.098, atom 20 (H): 0.101, atom 21 (H): 0.119, atom 22 (H): 0.088, atom 23 (H): 0.084, atom 24 (H): 0.081, atom 25 (C): -0.162, atom 26 (O): -0.218, atom 27 (C): -0.138, atom 28 (C): -0.190, atom 29 (N): -0.041, atom 30 (C): -0.199, atom 31 (C): -0.196, atom 32 (O): -0.208, atom 33 (C): -0.135, atom 34 (H): 0.087, atom 35 (H): 0.078, atom 36 (H): 0.086, atom 37 (H): 0.131, atom 38 (H): 0.108, atom 39 (H): 0.086, atom 40 (H): 0.095, atom 41 (H): 0.080, atom 42 (H): 0.126, atom 43 (H): 0.104, atom 44 (H): 0.119, atom 45 (H): 0.128, atom 46 (H): 0.075, atom 47 (H): 0.089, atom 48 (H): 0.080, atom 49 (C): -0.100, atom 50 (O): -0.218, atom 51 (C): -0.175, atom 52 (C): -0.205, atom 53 (N): -0.065, atom 54 (C): -0.171, atom 55 (C): -0.197, atom 56 (O): -0.268, atom 57 (C): -0.048, atom 58 (H): 0.086, atom 59 (H): 0.093, atom 60 (H): 0.067, atom 61 (H): 0.104, atom 62 (H): 0.137, atom 63 (H): 0.130, atom 64 (H): 0.114, atom 65 (H): 0.073, atom 66 (H): 0.137, atom 67 (H): 0.095, atom 68 (H): 0.118, atom 69 (H): 0.116, atom 70 (H): 0.080, atom 71 (H): 0.064, atom 72 (H): 0.108, atom 73 (C): -0.122, atom 74 (O): -0.178, atom 75 (C): -0.252, atom 76 (C): -0.182, atom 77 (N): -0.049, atom 78 (C): -0.258, atom 79 (C): -0.257, atom 80 (O): -0.215, atom 81 (C): -0.072, atom 82 (H): 0.084, atom 83 (H): 0.087, atom 84 (H): 0.081, atom 85 (H): 0.146, atom 86 (H): 0.113, atom 87 (H): 0.111, atom 88 (H): 0.104, atom 89 (H): 0.108, atom 90 (H): 0.124, atom 91 (H): 0.105, atom 92 (H): 0.134, atom 93 (H): 0.112, atom 94 (H): 0.098, atom 95 (H): 0.061, atom 96 (H): 0.080, atom 97 (O): -0.062, atom 98 (H): 0.019, atom 99 (H): 0.012